C25H24AgN4O2S2 as an isolated structure. Source: OMol25; level of theory: ωB97M-V with the def2-TZVPD basis set.

Each line ends with the Mulliken charge.
Cartesian coordinates (Å):
Ag: -0.6215 0.0237 0.6354  -0.65
C: 3.5217 0.9780 2.3117  -1.46
C: 2.3229 0.2487 1.7726  0.85
N: 1.7683 0.5471 0.6567  -0.04
O: 2.3052 1.6794 0.0273  -0.61
C: 1.7259 -0.8440 2.5337  0.56
C: 2.5636 -1.7329 3.4031  -1.49
N: 0.4397 -1.0550 2.3916  0.14
O: -0.0748 -2.0753 2.9877  -0.71
H: 3.4406 2.0370 2.0733  0.42
H: 4.4410 0.6090 1.8495  0.28
H: 3.6014 0.8404 3.3889  0.35
H: 1.5089 2.0292 -0.4273  0.41
H: 3.6098 -1.7273 3.0879  0.35
H: 2.1616 -2.7460 3.3420  0.33
H: 2.5246 -1.4446 4.4595  0.37
S: -3.4905 2.6039 -2.0797  -0.21
C: -3.7865 0.9286 -2.2210  -0.59
C: -2.9627 0.2076 -1.4134  -0.10
C: -2.0225 0.9733 -0.6349  -0.31
C: -2.2142 2.3024 -0.9026  0.64
C: -1.5933 3.4951 -0.3095  0.41
C: -2.3760 4.6270 -0.0285  -0.76
C: -1.7972 5.7493 0.5224  -0.37
C: -0.4383 5.7326 0.8090  -0.72
C: 0.2605 4.5767 0.5151  -0.05
N: -0.2818 3.4937 -0.0405  -0.15
H: -4.5465 0.5716 -2.9002  0.40
H: -3.0127 -0.8734 -1.3701  0.34
H: -3.4381 4.5893 -0.2288  0.37
H: -2.3999 6.6220 0.7442  0.39
H: 0.0654 6.5813 1.2512  0.36
H: 1.3213 4.5069 0.7351  0.40
N: -0.0612 -2.4491 -0.4198  -0.50
S: 0.9921 -3.2640 0.4008  0.63
C: 0.1896 -4.6164 1.2846  0.33
C: -1.1293 -4.4127 1.6567  -0.41
C: -1.7808 -5.3854 2.4015  -0.65
C: -1.1115 -6.5381 2.7857  -0.42
C: 0.2189 -6.7208 2.4309  -0.54
C: 0.8756 -5.7578 1.6796  -0.57
C: 1.9953 -4.2731 -0.7137  -0.07
C: 3.3333 -3.9364 -0.8336  -0.19
C: 4.1365 -4.6192 -1.7406  -0.59
C: 3.5940 -5.6248 -2.5244  -0.38
C: 2.2466 -5.9518 -2.4074  -0.75
C: 1.4455 -5.2764 -1.5024  -0.17
H: -0.6368 -3.0604 -1.0003  0.20
H: -1.6052 -3.4770 1.3929  0.49
H: -2.8097 -5.2297 2.6998  0.38
H: -1.6218 -7.2917 3.3729  0.37
H: 0.7468 -7.6148 2.7391  0.38
H: 1.9123 -5.8976 1.3995  0.44
H: 3.7362 -3.1353 -0.2253  0.44
H: 5.1829 -4.3588 -1.8369  0.38
H: 4.2183 -6.1539 -3.2336  0.36
H: 1.8228 -6.7347 -3.0240  0.37
H: 0.3968 -5.5301 -1.4011  0.34

Calculated values
Energy above the lowest of the compared OMol25 structures with the same formula, charge and spin: 0.000 eV
Energy: -2279.77665 a.u.
M: 584.50 g/mol
Max |F|: 0.0101 Eh/bohr
Total charge: -1